(1)
A 14-piece molecular cluster, C21H22Cl39NO3 overall in a non-equilibrium geometry, computed with ωB97M-V/def2-TZVPD.

Summary:
Charge: 0
HOMO level in eV: -8.31
Kohn-Sham gap in eV: 7.867

The geometry in XYZ format:
```
86
Properties=species:S:1:pos:R:3:mulliken_charge:R:1
C 2.217 -0.598 -1.280 0.4739
H -5.378 -1.694 1.616 0.2025
C -0.882 -8.209 0.217 0.0018
Cl 3.970 -0.777 -1.261 -0.1445
C -1.830 -3.613 3.981 -0.1750
Cl 3.865 -3.086 -4.411 -0.0331
H -3.447 1.183 0.200 0.2342
H 1.888 -0.603 -2.311 -0.3467
Cl -2.234 1.350 10.032 -0.1349
Cl 1.736 1.536 7.166 -0.0951
Cl 3.045 1.922 9.727 -0.1108
Cl 5.030 7.663 0.060 -0.1084
Cl -0.311 0.476 -6.850 -0.1364
Cl -0.816 -1.149 9.610 -0.1275
H -1.691 -3.105 4.924 0.3876
Cl 3.164 -5.890 -4.672 -0.1113
Cl -0.729 -2.897 2.800 -0.0183
H -0.107 1.024 9.115 -0.1661
Cl -0.242 -8.687 1.789 -0.1252
H -2.228 -4.261 0.298 0.4647
Cl 2.005 -1.159 -6.206 -0.1178
Cl -7.021 2.058 2.359 -0.1199
C -2.082 -0.853 -1.707 0.2552
C -1.063 -2.639 -2.550 0.0692
Cl 2.680 -1.761 -10.357 -0.1389
H -5.517 -1.600 -0.150 0.3233
H -6.960 3.829 0.830 0.3410
H -0.625 5.782 -0.668 0.3558
Cl 1.439 -1.953 -0.450 -0.0407
C 1.026 3.812 3.262 0.6240
N -2.964 -1.949 0.420 -0.0177
C 4.786 4.043 -3.367 -0.0533
C 4.305 6.967 1.505 0.1905
C -1.697 -3.010 -1.285 0.6519
C 1.020 -1.564 -9.789 0.8413
Cl 0.162 -3.105 -9.823 -0.1271
C 0.418 5.517 -0.757 -0.1638
H 3.861 -4.408 -6.339 0.2492
C -3.680 -0.907 0.653 0.7779
C 0.898 0.090 -5.625 0.8216
Cl 4.468 3.963 -1.635 -0.0141
Cl 0.837 2.078 3.041 -0.0955
Cl 0.272 0.853 11.410 -0.1294
Cl 3.308 3.957 -4.330 -0.0975
H -2.041 0.392 0.895 0.4618
Cl 1.281 6.154 0.659 -0.0916
Cl 1.789 1.537 -5.145 -0.0627
O -0.636 -3.300 -3.402 -0.5655
C -2.304 -1.965 -0.742 0.6178
Cl 1.052 6.248 -2.225 -0.1012
C -0.651 0.578 9.935 0.5493
O -2.615 0.172 -1.869 -0.5657
Cl 0.509 3.754 -0.826 -0.0138
H 3.307 7.355 1.596 0.1296
O -1.081 -1.254 -2.549 -0.2983
C -7.070 2.758 0.738 -0.0166
H 0.385 -0.295 -4.760 -0.5111
C 4.150 -4.575 -5.312 0.0235
Cl 4.234 5.204 1.368 -0.0766
H 4.000 1.278 7.693 0.3027
H -2.207 -5.054 -1.267 0.4363
H 1.556 4.205 2.404 -0.3112
Cl -8.616 2.425 -0.037 -0.1169
H -5.702 -0.182 0.857 -0.0250
C -5.167 -1.108 0.736 -0.7134
C 3.240 1.990 7.977 0.0360
Cl -3.516 -3.405 3.488 -0.1121
Cl 1.985 4.133 4.703 -0.0672
Cl -0.540 4.635 3.358 -0.1392
Cl 5.668 5.523 -3.749 -0.1300
H 5.408 3.202 -3.636 0.3084
H 1.054 -1.221 -8.765 -0.4410
H -0.713 -4.693 -0.494 0.1071
Cl 0.349 -7.365 -0.720 -0.1033
Cl 5.860 -5.006 -5.287 -0.1322
C -1.715 -4.338 -0.637 -1.3402
C -3.107 0.437 0.900 -1.5207
Cl 1.772 0.948 -0.555 0.0702
H -1.145 -9.106 -0.324 0.3244
Cl 5.201 7.438 2.950 -0.1379
Cl 0.169 -0.350 -10.744 -0.1327
H -3.394 0.751 1.895 0.4382
Cl -5.734 2.148 -0.242 -0.0648
Cl 3.772 3.592 7.460 -0.1261
Cl -1.462 -5.321 4.212 -0.1068
Cl -2.357 -7.249 0.416 -0.0983
```

(2)
A 2-piece molecular cluster, C6H12N overall in a non-equilibrium geometry, computed with ωB97M-V/def2-TZVPD.

Summary:
Charge: +1
Relative energy (zero: lowest compared OMol25 entry of this formula, charge and spin) in eV: 3.356
HOMO level in eV: -14.06
Kohn-Sham gap in eV: 10.863

The geometry in XYZ format:
```
19
Properties=species:S:1:pos:R:3:mulliken_charge:R:1
H -0.452 0.489 -0.596 -0.0297
H 0.267 -1.759 -0.314 0.3329
H 2.368 1.867 0.677 0.3588
H -3.025 -1.150 -0.849 0.3164
H 1.533 -1.920 0.867 0.3859
N 0.541 0.618 -1.025 -0.0508
H -0.604 0.639 1.913 0.4238
C -1.243 0.421 1.039 0.1340
C 1.394 -0.066 -0.049 0.4871
H 0.729 0.296 -1.919 0.3570
C -2.238 0.222 0.363 -0.1905
H -2.823 0.486 -1.605 0.3111
H -4.247 -0.061 -0.575 0.3547
H 3.100 0.391 1.234 0.3645
C 1.091 -1.351 0.160 -0.8809
H 3.233 0.861 -0.500 0.3438
H 0.701 1.657 -0.967 0.4256
C 2.571 0.775 0.362 -1.3051
C -3.195 -0.071 -0.771 -1.1384
```

(3)
A 9-piece molecular cluster, C30H56F30N9O24S10 overall in a non-equilibrium geometry, computed with ωB97M-V/def2-TZVPD.

Summary:
Charge: -1
Relative energy (zero: lowest compared OMol25 entry of this formula, charge and spin) in eV: 6.571
HOMO level in eV: -7.44
Kohn-Sham gap in eV: 8.154

The geometry in XYZ format:
```
159
Properties=species:S:1:pos:R:3:mulliken_charge:R:1
C 18.565 14.993 17.012 0.3507
H 9.531 12.795 15.182 0.2417
C 11.998 12.974 10.891 -0.4846
O 25.221 14.743 15.752 -0.5934
F 24.747 16.268 18.481 -0.2548
O 12.368 17.126 15.521 -0.5054
H 24.130 14.119 21.750 0.4079
H 12.259 9.685 12.028 0.4314
H 13.941 12.173 12.846 0.4579
O 15.099 10.172 15.624 -0.5430
H 19.117 12.816 16.771 0.3490
H 18.635 14.479 12.826 0.3176
S 10.886 19.009 17.887 0.9225
H 8.807 12.792 13.274 0.5639
N 23.498 13.691 17.645 -0.1875
H 13.385 14.765 15.990 -0.0700
H 20.541 14.974 22.755 0.3083
O 22.830 14.996 15.358 -0.5724
H 20.159 14.361 20.264 0.0715
C 18.880 14.824 13.831 -0.7443
F 17.963 12.947 21.208 -0.2023
C 14.709 18.175 16.621 0.4306
H 14.808 13.776 17.821 0.2431
O 16.090 15.139 9.130 -0.6987
H 11.737 15.631 18.460 0.2390
H 10.578 10.761 13.104 0.3843
S 18.005 17.115 20.785 0.7540
C 9.894 12.862 13.302 -0.7102
O 17.433 14.693 17.661 0.3752
O 19.143 17.014 21.743 -0.6440
C 12.908 12.282 13.177 -1.1191
O 10.908 20.214 18.660 -0.7201
O 15.142 8.568 12.462 -0.7275
F 16.166 12.750 19.941 -0.0551
F 12.654 16.037 12.287 -0.1834
C 12.527 14.207 16.364 -1.2762
H 9.822 11.476 11.602 0.4340
H 12.015 13.962 11.350 0.1561
H 16.746 12.542 15.515 0.1610
H 22.039 12.314 20.862 0.2229
N 12.242 18.337 17.912 -0.2469
H 10.584 13.974 20.070 0.3415
F 24.431 17.528 16.767 -0.2483
H 20.637 12.711 21.827 0.1323
H 21.688 14.235 19.338 0.1144
H 23.201 12.842 23.482 0.2744
H 14.115 13.007 19.224 0.2796
H 20.197 12.437 14.145 0.4447
H 10.490 13.637 17.767 0.2252
H 22.591 11.279 22.842 0.4621
O 16.510 15.897 12.096 -0.6249
O 21.348 12.427 24.096 -0.4988
O 16.904 17.903 21.254 -0.5999
H 19.882 15.224 13.994 0.2687
C 19.110 12.355 14.142 -0.8424
H 18.187 15.657 13.948 0.3516
C 10.465 11.638 12.467 -0.4998
H 11.253 12.025 17.885 0.5364
N 16.281 8.148 14.854 -0.6717
F 16.455 12.290 8.113 -0.2126
S 24.117 12.414 17.013 0.8301
F 16.033 12.642 22.145 -0.2418
N 22.061 14.333 21.444 0.3288
N 15.020 13.901 11.113 0.1500
F 14.404 12.675 8.252 -0.2417
H 21.102 11.532 24.340 0.3210
F 9.799 16.632 18.113 -0.2421
F 17.446 6.738 11.871 -0.2407
O 10.129 19.221 16.611 -0.6315
H 10.100 12.317 19.973 0.4598
C 18.649 18.007 19.206 0.5509
C 21.719 12.830 21.767 0.2929
C 21.584 15.211 22.545 -1.0770
H 16.464 14.224 15.361 0.0184
F 8.518 18.206 18.991 -0.2322
O 25.553 12.313 17.087 -0.6162
F 14.191 17.653 12.178 -0.1884
S 16.430 15.112 21.281 0.9753
H 21.762 16.255 22.287 0.4111
H 17.361 15.187 18.482 -0.1223
F 22.740 16.684 17.886 -0.1223
C 9.764 17.770 18.842 0.6057
C 21.190 14.707 20.185 -0.5526
H 19.225 15.253 17.839 -0.1513
O 16.682 15.322 22.696 -0.6617
F 21.986 10.944 18.246 -0.1463
F 18.157 8.753 11.260 -0.1767
H 11.636 14.811 16.194 0.4987
F 16.696 7.439 17.718 -0.2053
H 12.945 14.863 19.686 0.4974
H 11.022 12.912 10.408 0.4086
H 23.608 15.637 20.905 0.4060
C 11.293 13.060 18.227 -0.4390
O 14.813 14.905 13.556 -0.1914
H 22.207 14.939 23.397 0.4763
C 16.639 13.220 21.079 0.4013
F 15.288 11.366 9.631 -0.1729
C 22.343 12.318 23.061 -0.8295
C 13.994 13.127 18.147 -1.3014
H 11.608 12.451 21.519 0.3224
F 14.629 7.701 17.287 -0.2313
O 11.896 12.456 20.603 -0.5002
F 10.295 17.593 20.105 -0.2472
C 10.913 12.996 19.718 -0.9558
F 19.846 17.571 18.831 -0.1775
H 20.112 14.004 15.980 0.3922
H 18.887 11.436 14.685 0.1991
F 13.600 16.479 10.389 -0.2338
C 16.941 13.386 14.853 -0.5514
O 10.320 12.848 14.638 -0.2641
O 17.558 9.953 16.044 -0.6459
S 23.887 14.826 16.346 0.8004
C 23.348 10.967 18.191 0.5123
C 17.787 8.022 12.310 0.5510
S 16.331 8.875 13.266 1.0870
H 23.771 14.009 20.040 0.1407
F 15.138 19.034 17.503 -0.2140
S 12.775 18.328 16.316 0.8694
H 12.815 12.793 10.192 0.0125
O 15.079 15.452 20.781 -0.5214
F 15.635 9.245 18.434 -0.1445
F 18.769 7.879 13.156 -0.2173
H 12.470 13.294 15.770 0.6790
H 10.062 13.801 12.774 0.2161
C 13.826 16.441 11.700 0.4335
S 16.026 13.962 10.047 0.8772
F 17.783 17.832 18.191 -0.1198
F 18.833 19.313 19.372 -0.2536
O 17.370 13.593 10.569 -0.6751
F 23.830 9.776 17.865 -0.2093
H 12.719 13.318 13.459 0.0913
C 12.248 10.523 11.330 -0.9511
H 13.237 10.689 10.902 0.2375
O 16.733 10.284 13.242 -0.4116
H 11.628 10.466 10.436 0.4229
H 21.237 15.791 20.088 0.4142
H 16.604 13.225 13.829 0.2051
C 19.080 13.769 16.243 -1.1692
F 15.283 18.435 15.426 -0.1907
H 12.715 11.611 14.013 0.5484
C 23.525 14.551 20.953 -0.6873
N 12.613 13.843 17.872 1.4196
F 23.812 11.219 19.410 -0.2557
H 18.616 12.277 13.173 0.3818
N 11.916 11.890 11.990 0.3559
H 13.373 15.847 18.249 -0.3361
C 12.677 15.117 18.660 -0.5792
O 12.548 19.585 15.631 -0.5774
O 23.575 12.095 15.670 -0.6160
C 15.800 8.347 17.411 0.2938
H 18.414 15.853 16.359 0.0957
N 18.514 13.608 14.768 0.7083
S 16.282 9.269 15.787 1.4046
N 17.689 15.658 20.192 -0.3040
F 14.985 16.912 16.951 -0.1105
C 23.925 16.415 17.425 0.5803
H 14.065 12.149 17.672 0.5535
S 15.231 15.209 12.209 0.7166
C 15.470 12.493 8.925 0.4640
```